Molecular formula: C31H44N4OP2Pt
Method: DFT, wB97M-V/def2-TZVPD

Positions of all 83 atoms, in Å:
Pt 0.243 -0.783 -1.315
C -0.915 1.487 -0.874
C -1.371 0.578 -1.839
C -1.316 1.003 -3.305
C -0.222 0.350 -4.125
C 0.923 -0.130 -3.240
C 1.584 0.823 -2.420
C 1.139 2.252 -2.230
C 0.151 2.478 -1.051
C 1.866 -1.904 -0.859
H -1.478 1.601 0.044
H -2.265 -0.012 -1.575
H -1.206 2.097 -3.352
H -2.300 0.761 -3.700
H -0.619 -0.486 -4.717
H 0.166 1.076 -4.850
H 1.489 -1.009 -3.579
H 2.620 0.613 -2.118
H 0.698 2.706 -3.149
H 2.035 2.840 -1.967
H 0.753 2.577 -0.134
H -0.301 3.475 -1.186
H 1.694 -2.461 0.080
H 2.753 -1.269 -0.801
H 2.068 -2.635 -1.666
P 1.643 -0.959 -6.886
P -2.083 -0.452 -6.694
N 2.981 0.085 -7.329
N 2.158 -2.227 -8.030
N -2.272 1.322 -7.122
N -3.629 -0.894 -7.387
C 0.410 -0.180 -8.028
C -0.946 -0.934 -8.089
C 3.971 0.449 -6.404
C 4.903 1.252 -7.044
C 4.479 1.403 -8.408
C 3.294 0.693 -8.548
C 2.363 -3.550 -7.632
C 2.667 -4.312 -8.755
C 2.649 -3.432 -9.889
C 2.326 -2.163 -9.417
C -2.178 2.247 -6.077
C -2.014 3.519 -6.581
C -2.043 3.410 -8.003
C -2.171 2.050 -8.315
C -4.334 -0.255 -8.414
C -5.237 -1.143 -8.975
C -5.150 -2.360 -8.223
C -4.188 -2.179 -7.245
H 0.798 -0.055 -9.051
H 0.292 0.818 -7.576
H -1.439 -0.746 -9.069
H -0.820 -2.032 -7.995
H 3.876 0.111 -5.378
H 5.787 1.667 -6.586
H 4.990 1.946 -9.189
H 2.638 0.641 -9.406
H 2.247 -3.789 -6.584
H 2.864 -5.376 -8.752
H 2.844 -3.706 -10.920
H 2.173 -1.250 -9.975
H -2.236 1.890 -5.063
H -1.894 4.397 -5.963
H -1.972 4.234 -8.695
H -2.233 1.577 -9.289
H -4.136 0.773 -8.662
H -5.882 -0.939 -9.817
H -5.731 -3.260 -8.398
H -3.830 -2.827 -6.460
C -1.581 0.585 2.244
C -0.368 -0.242 1.811
C 0.859 0.647 1.861
C -0.227 -1.319 2.884
O -0.628 -0.940 0.597
H -1.387 1.008 3.241
H -2.476 -0.045 2.283
H -1.794 1.426 1.579
H 0.913 1.133 2.850
H 1.777 0.070 1.714
H 0.812 1.450 1.119
H -1.099 -1.981 2.830
H 0.673 -1.916 2.714
H -0.176 -0.868 3.884

Results
HOMO level (alpha / beta) = -5.518 / -8.279 eV
frontier orbital gap (alpha / beta) = 5.5 / 6.5 eV
2S+1 = 3
total charge = 0

Atom charges from the Löwdin analysis, given in e for atoms 1 to 5:
1. Pt 1.13
2. C -0.13
3. C -0.27
4. C -0.23
5. C -0.27

Molecular formula: C31H45F4N2Sb2SeSiV
Method: DFT, wB97M-V/def2-TZVPD

Positions of all 87 atoms, in Å:
V 0.615 0.584 1.085
C 0.034 -2.956 2.013
N 1.110 -1.979 2.055
C 2.356 -2.627 1.659
C 1.251 -1.439 3.411
C 0.030 -0.616 3.812
N -0.477 0.136 2.676
C -1.766 0.509 2.704
C -2.445 0.873 1.510
F -1.770 0.806 0.321
C -3.774 1.198 1.436
F -4.301 1.469 0.227
C -4.591 1.217 2.551
C -3.970 0.886 3.740
F -4.701 0.899 4.873
C -2.639 0.550 3.830
F -2.174 0.300 5.079
H 0.210 -3.777 2.728
H -0.916 -2.479 2.253
H -0.038 -3.383 1.009
H 2.593 -3.477 2.321
H 2.268 -3.003 0.637
H 3.171 -1.912 1.700
H 1.379 -2.253 4.146
H 2.143 -0.823 3.428
H -0.741 -1.314 4.158
H 0.293 0.019 4.664
H -5.635 1.483 2.502
C -0.702 0.669 -2.778
Sb 0.977 0.201 -1.511
C 2.364 1.228 -2.834
C 1.450 -1.829 -2.332
C 0.581 -2.304 -3.440
C 0.810 -1.783 -4.717
C 0.028 -2.122 -5.807
C -1.016 -3.016 -5.641
C -1.229 -3.584 -4.397
C -0.444 -3.266 -3.287
C -0.701 -3.998 -2.011
Sb -1.743 -2.773 -0.517
C -2.514 -4.543 0.488
C -3.484 -2.568 -1.789
H -0.546 0.253 -3.772
H -0.780 1.755 -2.833
H -1.625 0.280 -2.353
H 2.083 1.061 -3.873
H 3.380 0.874 -2.663
H 2.322 2.292 -2.605
H 1.475 -2.507 -1.480
H 2.469 -1.684 -2.692
H 1.630 -1.082 -4.843
H 0.232 -1.693 -6.780
H -1.650 -3.286 -6.477
H -2.020 -4.316 -4.275
H 0.223 -4.350 -1.547
H -1.339 -4.863 -2.194
H -3.223 -5.061 -0.157
H -3.013 -4.253 1.412
H -1.687 -5.210 0.729
H -3.752 -3.546 -2.190
H -3.258 -1.890 -2.611
H -4.320 -2.164 -1.218
C 5.175 1.544 2.540
C 4.065 1.925 3.287
C 2.784 1.670 2.818
C 2.528 1.017 1.596
C 3.679 0.685 0.862
C 4.973 0.929 1.315
H 6.177 1.742 2.902
H 4.203 2.422 4.243
H 1.941 1.999 3.420
H 3.575 0.201 -0.110
H 5.827 0.631 0.715
C -0.613 4.614 -1.785
Si -0.178 4.939 0.037
C 1.406 5.988 0.036
C -1.580 5.983 0.780
Se 0.055 3.120 1.330
H -0.773 5.555 -2.320
H -1.525 4.018 -1.864
H 0.192 4.071 -2.287
H 1.228 6.998 -0.344
H 2.175 5.520 -0.582
H 1.801 6.063 1.051
H -1.620 6.994 0.363
H -1.444 6.056 1.860
H -2.543 5.499 0.603

Results
HOMO level (alpha / beta) = -3.370 / -4.129 eV
ΔE to the lowest compared entry with this formula, charge and spin = 1.391 eV
frontier orbital gap (alpha / beta) = 5.8 / 6.5 eV
2S+1 = 4
total charge = -1

Atom charges from the Löwdin analysis, given in e for atoms 1 to 5:
1. V 0.20
2. C -0.19
3. N -0.26
4. C -0.09
5. C -0.20

Number 1: strongest force on any atom 3.100 eV Å⁻¹. Number 2: strongest force on any atom 1.587 eV Å⁻¹.